1.
Formula: C27H38BiBrClN3O6
Source: the Open Molecules 2025 dataset
Level of theory: the ωB97M-V functional and the def2-TZVPD basis

Computed properties:
Orbital gap   7.3 eV
Charge   0
Multiplicity   1

CARTESIAN COORDINATES (ANGSTROEM)
O1 0.6318 0.1092 -2.0973
C1 -0.3968 0.2631 -3.0151
C2 -0.0879 1.6045 -3.6489
C3 0.5733 2.6169 -2.9518
H1 0.9384 2.4363 -1.9375
C4 0.7658 3.8519 -3.5833
H2 1.2788 4.6476 -3.0362
C5 0.3102 4.0600 -4.8835
H3 0.4608 5.0234 -5.3723
C6 -0.3430 3.0195 -5.5649
H4 -0.6939 3.1691 -6.5844
C7 -0.5386 1.7956 -4.9430
H5 -1.0559 0.9740 -5.4542
H6 -0.1212 -0.5482 -3.6907
C8 -2.1268 -1.4112 -2.2921
C9 -1.8270 0.0350 -2.6061
H7 -3.2010 -1.6011 -2.3535
H8 -1.8305 -1.7046 -1.2602
H9 -1.5487 -2.0413 -2.9495
C10 -2.6644 1.1135 -2.4206
C11 -4.0803 1.0575 -1.8693
H10 -2.2477 2.1448 -2.5820
H11 -4.7525 1.4574 -2.6077
H12 -4.1816 1.6691 -0.9536
H13 -4.3710 0.0262 -1.6224
Bi1 0.0832 0.0846 0.1519
Cl1 -2.5196 0.2342 0.1162
C12 -1.1280 0.2530 2.7571
O2 -0.2673 -0.5457 2.2475
N1 -1.2227 0.1159 4.0508
C13 -0.6858 -1.0536 4.7387
C14 -1.9249 1.1245 4.8136
H14 -1.8046 0.9579 2.2142
H15 -0.1257 -1.6639 4.0347
H16 -1.5217 -1.6274 5.1760
H17 -0.0438 -0.7009 5.5579
H18 -2.1158 1.9997 4.1662
H19 -1.2983 1.4280 5.6646
H20 -2.8806 0.7283 5.1870
H21 4.8340 1.8815 -2.0382
H22 4.7158 2.2268 0.6580
C15 3.7481 1.7750 -1.9141
C16 3.6510 1.9644 0.5738
N2 3.4522 1.1553 -0.6281
H23 3.3330 1.1479 -2.7203
C17 2.9255 -0.0533 -0.5857
O3 2.1877 -0.4547 0.3701
H24 3.3075 1.4172 1.4526
H25 3.1419 -0.7572 -1.4092
H26 3.2747 2.7698 -1.9343
H27 3.0617 2.8970 0.4500
H28 -0.0887 -5.3958 0.5490
H29 2.1074 -5.5598 -1.0719
C18 -0.4914 -4.8551 -0.3174
C19 1.5934 -4.8411 -1.7232
N3 0.6026 -4.1110 -0.9588
H30 -1.2724 -4.1638 -0.0182
C20 0.6572 -2.7813 -0.9031
O4 -0.1708 -2.2175 -0.1332
H31 2.3218 -4.1221 -2.1360
H32 1.4029 -2.2636 -1.5564
H33 -0.8715 -5.5805 -1.0512
H34 1.0997 -5.3819 -2.5421
Br1 -1.0701 4.8444 0.8319
C21 -0.0551 4.6856 2.4070
C22 -0.1188 5.7184 3.3602
C23 0.5851 5.6480 4.5701
C24 1.3756 4.5311 4.8444
C25 1.4502 3.5007 3.9074
C26 0.7549 3.5416 2.6776
C27 0.7968 2.3005 1.8387
O5 1.4497 1.3887 2.4269
O6 0.2889 2.2934 0.6957
H35 -0.7360 6.5901 3.1670
H36 0.5170 6.4518 5.3062
H37 1.9293 4.4568 5.7840
H38 2.0692 2.6323 4.1712

Forces on the atoms, in the same order (eV/Å):
0.35 -0.98 2.51
1.64 0.37 -0.85
-0.82 -0.35 -0.11
-0.12 0.20 -0.50
-0.27 0.09 -0.40
0.04 -0.16 0.21
-0.18 -0.15 -0.24
-0.15 -0.25 -0.14
-0.04 -0.25 0.13
0.20 0.37 -0.04
0.08 0.05 0.17
0.01 0.46 -0.42
0.19 0.38 0.20
-0.60 0.05 -1.17
-0.42 0.38 0.75
-0.98 1.99 0.27
0.15 -0.23 -0.22
-0.35 0.41 -0.93
-0.05 -0.39 -0.56
1.06 -1.01 -0.41
0.39 -0.05 -0.34
-0.44 -1.15 -0.03
-0.51 0.21 -0.47
0.08 -0.27 -0.61
-0.04 0.49 -0.15
-1.54 0.69 -2.28
-0.31 -0.30 2.70
1.97 -2.24 0.19
-2.13 0.56 0.13
-1.10 0.71 1.02
-0.12 0.38 0.54
-0.41 0.10 0.25
0.88 -0.32 0.33
-0.08 0.14 0.21
0.27 0.20 -0.17
-0.04 -0.24 -0.22
0.09 -0.41 0.41
-0.23 0.04 -0.24
0.19 0.20 0.03
-0.20 0.11 -0.05
-0.25 -0.10 -0.11
0.43 -0.26 -0.19
-0.35 0.51 -0.33
0.20 -0.05 -0.17
0.11 0.42 0.33
-0.81 -0.72 1.03
3.40 -0.54 -0.92
0.06 0.16 -0.23
-0.19 0.68 -0.05
0.14 -0.44 -0.11
0.33 -0.45 0.31
-0.25 0.10 -0.11
-0.02 0.14 -0.22
0.70 -0.21 -0.32
-0.05 -0.07 -0.17
0.30 0.23 -0.59
0.07 -0.05 0.02
-1.56 -0.30 1.43
1.59 -0.65 -1.09
-0.28 -0.44 0.15
-0.62 -0.18 0.62
0.04 0.18 0.26
0.25 0.06 0.12
-0.19 0.33 -0.03
1.04 -0.55 1.21
0.10 -0.09 0.06
-0.03 -0.30 -0.33
-0.15 0.07 -0.38
0.13 0.23 0.30
-1.04 1.42 0.67
2.48 0.02 2.70
-1.25 0.43 -1.67
-0.16 0.49 -0.42
0.04 -0.14 -0.09
-0.08 -0.16 -0.34
-0.19 0.03 -0.33
-0.48 0.38 -0.48

2.
Formula: C6H8N2O2
Source: the Open Molecules 2025 dataset
Level of theory: the ωB97M-V functional and the def2-TZVPD basis

Computed properties:
Energy relative to the best compared isomer or geometry (same formula, charge and spin)   251.6 kcal per mole
Orbital gap (spin up / spin down)   7.2 / 7.2 eV
Charge   0
Multiplicity   1

CARTESIAN COORDINATES (ANGSTROEM)
C1 -1.7337 -0.0136 -0.1177
C2 -0.8942 1.0238 -0.1215
C3 -1.9169 -1.3132 -0.4404
C4 1.2049 -0.0744 -0.3393
C5 -1.8055 -2.5872 0.2018
C6 1.1080 2.3100 0.0639
N1 0.5199 0.9977 -0.2654
N2 2.5093 -0.4907 -0.2501
O1 3.1586 -0.4070 -1.2910
O2 2.8564 -1.0710 0.7848
H1 -2.6350 0.4259 0.1488
H2 -1.1873 1.9812 0.0975
H3 -2.3111 -3.3884 -0.3062
H4 -0.6214 -2.7484 0.1279
H5 -1.8963 -2.5883 1.1910
H6 0.8432 2.5260 1.0951
H7 2.1421 2.3251 0.0617
H8 0.6591 3.0927 -0.6406

Forces on the atoms, in the same order (eV/Å):
1.29 -0.15 0.22
1.49 -1.35 -0.64
0.55 -0.34 -1.05
-2.08 -2.16 -0.29
2.70 0.14 -3.44
-2.49 1.27 -0.46
2.16 0.22 0.75
-0.08 0.96 0.00
0.40 -0.09 0.07
-0.01 0.49 -0.39
-2.52 0.28 0.41
-1.10 1.88 0.41
-0.03 -0.37 -0.14
-2.03 0.36 -0.34
-0.75 -0.08 4.42
-0.37 0.27 0.04
2.07 -0.31 -0.63
0.79 -1.03 1.06

3.
Formula: C42H48Cl2GeN4O5S3Tb
Source: the Open Molecules 2025 dataset
Level of theory: the ωB97M-V functional and the def2-TZVPD basis

Computed properties:
Expectation value of S²   12.674
Orbital gap (spin up / spin down)   8.1 / 7.9 eV
Charge   +1
Multiplicity   7

CARTESIAN COORDINATES (ANGSTROEM)
Tb1 0.4424 -0.2012 0.5129
Cl1 0.1466 -0.7542 3.5770
C1 1.7396 -0.7184 2.6576
Cl2 2.4933 -1.2329 -0.6543
H1 2.1740 -1.7013 2.8473
H2 2.3313 0.0140 3.2082
C2 4.1031 -6.3770 -4.6526
C3 4.2692 -4.9168 -4.2471
S1 2.6939 -4.2184 -3.8056
O1 1.7062 -4.6470 -4.7695
O2 2.4667 -4.4808 -2.4005
C4 2.9180 -2.4520 -4.0019
C5 1.6818 -1.7749 -4.6082
N1 1.0975 -0.8046 -3.6759
C6 0.2480 -1.1411 -2.6971
N2 -0.0989 -0.0822 -1.9641
C7 0.5665 0.9797 -2.5029
C8 1.3194 0.5531 -3.5418
N3 2.2502 1.3303 -4.2994
O3 2.9065 0.7768 -5.1612
O4 2.3587 2.4999 -3.9856
C9 -0.2656 -2.5201 -2.5031
H3 5.0757 -6.7804 -4.9293
H4 3.4280 -6.4711 -5.4996
H5 3.7064 -6.9719 -3.8302
H6 4.6741 -4.3106 -5.0576
H7 4.8920 -4.8005 -3.3600
H8 3.7925 -2.2945 -4.6308
H9 3.1234 -2.0781 -2.9980
H10 0.9084 -2.5001 -4.8489
H11 1.9507 -1.2534 -5.5161
H12 0.4557 1.9896 -2.1478
H13 -0.9002 -2.8177 -3.3419
H14 -0.8727 -2.5462 -1.6006
H15 0.5517 -3.2403 -2.4228
N4 1.4717 2.0102 0.5710
S2 1.6083 3.4139 -0.1700
C10 3.3203 3.8894 -0.1645
C11 4.0086 3.8009 -1.3655
C12 5.3658 4.0976 -1.3818
C13 6.0093 4.4684 -0.2115
C14 5.3049 4.5522 0.9864
C15 3.9509 4.2663 1.0164
C16 0.9131 4.6734 0.8902
C17 0.9462 5.9980 0.4674
C18 0.3720 6.9684 1.2704
C19 -0.2289 6.6122 2.4751
C20 -0.2603 5.2866 2.8770
C21 0.3120 4.3008 2.0782
H16 2.0278 2.0190 1.4278
H17 3.4951 3.5041 -2.2710
H18 5.9151 4.0404 -2.3124
H19 7.0669 4.6977 -0.2285
H20 5.8106 4.8501 1.8955
H21 3.3927 4.3511 1.9419
H22 1.4214 6.2690 -0.4690
H23 0.3929 8.0046 0.9588
H24 -0.6776 7.3757 3.0977
H25 -0.7419 5.0109 3.8065
H26 0.2763 3.2564 2.3611
C22 1.4991 -4.2685 0.6865
S3 -0.2087 -3.8297 0.9073
C23 -0.3717 -4.2487 2.6243
O5 -0.2478 -2.3029 0.8838
H27 2.1010 -3.6320 1.3340
H28 1.7647 -4.1002 -0.3558
H29 1.6043 -5.3252 0.9364
H30 -0.1585 -5.3125 2.7338
H31 -1.3953 -4.0369 2.9313
H32 0.3367 -3.6462 3.1915
C24 -0.7953 0.4494 2.5992
Ge1 -2.6352 -0.0293 2.0863
C25 -2.9523 -1.0750 0.4331
C26 -3.3206 -2.4246 0.5234
C27 -3.7467 -3.1338 -0.5860
C28 -3.8337 -2.5010 -1.8260
C29 -3.4929 -1.1654 -1.9347
C30 -3.0602 -0.4599 -0.8117
C31 -3.2657 1.7711 1.6594
C32 -2.5563 2.5873 0.7734
C33 -2.9861 3.8721 0.4689
C34 -4.1386 4.3704 1.0617
C35 -4.8489 3.5829 1.9567
C36 -4.4148 2.2956 2.2528
C37 -3.7840 -0.9000 3.3722
C38 -3.3219 -1.2864 4.6308
C39 -4.1677 -1.9261 5.5319
C40 -5.4863 -2.1764 5.1822
C41 -5.9602 -1.7913 3.9337
C42 -5.1129 -1.1626 3.0321
H33 -0.9149 1.3077 3.2537
H34 -3.3038 -2.9214 1.4892
H35 -4.0338 -4.1733 -0.4857
H36 -4.1844 -3.0481 -2.6929
H37 -3.5748 -0.6578 -2.8885
H38 -2.8534 0.5972 -0.9206
H39 -1.6342 2.2360 0.3151
H40 -2.4208 4.4875 -0.2218
H41 -4.4755 5.3735 0.8324
H42 -5.7454 3.9694 2.4250
H43 -4.9826 1.6933 2.9539
H44 -2.2988 -1.0783 4.9245
H45 -3.7988 -2.2214 6.5061
H46 -6.1489 -2.6672 5.8838
H47 -6.9904 -1.9848 3.6626
H48 -5.4905 -0.8797 2.0547

Forces on the atoms, in the same order (eV/Å):
0.51 0.33 0.19
-0.06 0.09 0.30
0.00 0.12 -0.19
0.68 -0.19 -0.10
-0.07 -0.08 -0.06
-0.02 0.03 0.07
0.03 0.01 0.08
0.03 -0.11 0.00
0.00 -0.10 -0.14
0.05 0.02 0.12
-0.10 -0.16 -0.10
0.03 0.16 -0.01
0.03 0.14 0.13
0.06 -0.04 -0.27
-0.35 -0.11 0.02
-0.05 0.17 -0.17
-0.22 0.20 0.13
0.17 -0.09 -0.19
0.15 -0.16 0.20
-0.04 -0.04 -0.08
-0.14 0.09 -0.08
0.02 0.00 0.01
0.00 -0.02 0.01
0.01 0.02 -0.02
0.02 0.02 0.00
-0.01 -0.07 -0.04
0.06 0.04 -0.05
-0.02 0.00 0.00
0.05 0.08 -0.03
0.03 -0.06 0.01
-0.05 0.03 -0.03
0.08 0.00 0.04
0.03 0.02 0.01
-0.03 0.02 -0.02
-0.09 0.07 0.08
-0.04 -0.07 0.00
-0.11 -0.05 -0.15
0.04 0.03 0.05
0.01 0.00 0.04
-0.01 0.00 -0.02
-0.02 -0.01 0.03
0.00 0.01 -0.01
0.05 0.01 -0.03
0.05 0.03 0.05
-0.02 -0.01 0.02
0.00 0.00 0.02
0.00 0.00 -0.02
-0.01 -0.05 -0.03
-0.05 0.11 0.02
-0.05 -0.09 0.03
0.01 0.01 0.01
-0.01 0.00 0.02
-0.02 0.00 0.00
0.00 -0.01 -0.02
0.00 -0.01 -0.03
-0.01 -0.02 0.02
0.00 -0.02 0.01
0.01 -0.02 -0.02
0.02 0.01 -0.02
-0.03 0.00 0.00
0.06 0.06 0.00
-0.07 0.14 -0.30
-0.01 0.02 0.17
-0.07 -0.52 0.08
0.05 -0.05 0.00
0.01 0.00 0.05
0.00 0.03 -0.02
-0.05 0.04 0.01
0.04 0.02 0.02
-0.02 -0.06 0.05
-0.56 -0.42 -0.20
-0.24 0.26 -0.20
-0.06 0.03 -0.03
0.13 0.01 0.03
0.00 0.05 -0.07
0.00 -0.05 0.08
0.06 0.04 0.04
-0.08 -0.02 -0.04
-0.03 0.18 0.07
-0.02 0.05 0.06
-0.01 -0.03 0.04
0.02 -0.01 0.02
0.01 -0.03 -0.02
0.01 0.00 -0.06
0.03 -0.11 0.35
-0.15 0.01 -0.01
0.04 0.03 -0.05
0.00 0.01 0.00
0.02 0.01 -0.03
0.00 -0.05 0.10
0.20 0.11 0.01
0.01 0.01 -0.03
0.00 0.01 -0.01
0.01 0.01 0.03
-0.01 0.00 0.02
0.03 0.01 0.01
0.03 -0.04 -0.01
0.00 -0.02 0.02
-0.01 -0.02 0.00
0.02 0.00 0.00
0.01 0.02 -0.01
-0.01 0.00 0.00
0.00 0.01 -0.01
0.01 0.00 -0.01
0.01 0.01 0.00
0.01 -0.01 0.01

4.
Formula: C18H30N2O9
Source: the Open Molecules 2025 dataset
Level of theory: the ωB97M-V functional and the def2-TZVPD basis

Computed properties:
SMILES string   CCCCCCCCCCNC(=O)ON=C=O.O=C1OCCO1.O=C1OCCO1
Orbital gap   8.7 eV
Charge   0
Multiplicity   1

CARTESIAN COORDINATES (ANGSTROEM)
C1 -1.8395 -2.1370 -2.7131
C2 -2.2707 -0.5760 -2.6641
C3 -2.1179 0.0535 -4.1425
C4 -0.7893 0.9298 -4.3803
C5 0.6001 0.1389 -4.1812
C6 1.0259 -0.0545 -2.6173
C7 2.6426 0.1233 -2.4016
C8 3.1056 -0.9989 -1.3272
C9 2.3751 -0.8218 0.1282
C10 3.1118 0.2708 1.0656
N1 2.5660 1.6620 0.9243
C11 1.1743 1.7760 1.3761
O1 0.2262 1.7749 0.5225
O2 0.8581 1.9433 2.7758
N2 0.2576 0.7977 3.2607
C12 -0.5618 1.2178 4.2341
O3 -1.5183 1.2084 5.0514
H1 -2.7748 -2.7654 -2.9520
H2 -1.0500 -2.3630 -3.5241
H3 -1.4114 -2.4646 -1.6823
H4 -1.6313 -0.0138 -1.8945
H5 -3.3696 -0.4743 -2.3332
H6 -3.0155 0.7867 -4.2751
H7 -2.2918 -0.7659 -4.9495
H8 -0.7508 1.9136 -3.7767
H9 -0.8151 1.2598 -5.4989
H10 1.4306 0.8241 -4.6313
H11 0.6770 -0.8523 -4.7656
H12 0.4910 0.7438 -1.9891
H13 0.7548 -1.1227 -2.2409
H14 3.1435 -0.0614 -3.4297
H15 2.8487 1.2011 -2.0465
H16 4.2371 -0.9650 -1.1326
H17 2.8194 -2.0327 -1.7692
H18 2.5176 -1.8494 0.6586
H19 1.2387 -0.6732 0.0429
H20 4.2419 0.2638 0.7918
H21 2.9656 -0.0525 2.1696
H22 2.6676 2.0132 -0.0491
O4 6.3937 0.3481 5.3251
C13 5.3631 0.9590 5.3893
O5 4.5839 1.2692 4.3153
C14 3.3621 1.7842 4.8226
C15 3.7417 2.2811 6.1835
O6 4.8207 1.4328 6.5460
H23 2.9797 2.5791 4.1801
H24 2.6268 0.9747 4.8626
H25 4.0955 3.3164 6.1675
H26 2.9234 2.1974 6.9011
O7 -6.2031 -2.6594 -2.5379
C16 -6.2314 -2.2296 -1.4180
O8 -6.2126 -0.9033 -1.1003
C17 -6.4866 -0.8063 0.2898
C18 -6.0747 -2.1474 0.8127
O9 -6.2853 -3.0039 -0.2983
H27 -5.9185 0.0093 0.7409
H28 -7.5549 -0.6137 0.4267
H29 -5.0169 -2.1816 1.0904
H30 -6.6759 -2.4643 1.6668

Forces on the atoms, in the same order (eV/Å):
-0.27 0.04 0.58
0.27 -0.51 -0.57
-0.99 1.14 0.46
0.28 -0.70 -1.29
0.83 0.95 0.48
0.48 -0.08 -0.44
-0.97 -0.87 0.01
-0.52 0.60 0.22
0.85 -1.10 -0.08
-0.06 -1.18 0.16
-1.55 0.01 1.18
-2.56 -0.32 -4.67
3.81 0.30 4.15
2.81 0.88 -2.92
-3.88 1.48 4.64
-4.03 -3.29 1.25
6.43 0.57 -4.92
1.51 0.84 0.38
-1.20 0.54 1.32
-0.79 0.40 -1.79
-0.91 -0.73 -1.25
1.70 -0.31 -0.47
1.54 -1.18 0.09
0.65 1.36 1.39
-0.26 -1.72 -0.66
0.01 -0.50 1.87
-1.43 -1.13 0.65
-0.40 1.48 0.96
0.68 -1.35 -0.83
0.22 1.97 -0.64
-0.57 0.39 1.81
-0.09 -1.68 -0.63
-1.58 -0.15 -0.41
0.57 1.72 0.77
-0.25 1.75 -0.78
1.76 0.05 0.09
-1.98 0.21 0.71
0.46 0.65 -1.81
-0.66 -0.50 1.04
-1.09 0.63 0.06
1.22 -0.72 -0.06
0.39 -0.10 0.47
-0.74 0.23 -0.48
-0.40 0.54 0.54
0.22 -0.28 -0.50
0.16 -0.20 -0.07
0.05 0.03 0.01
-0.01 -0.07 -0.02
0.22 -0.08 0.04
-0.01 0.47 1.18
0.05 -0.49 -1.32
0.06 -0.64 -0.13
-0.20 0.80 0.41
0.20 -0.28 0.85
-0.06 0.33 -0.53
-0.03 -0.03 -0.23
0.06 -0.04 -0.02
-0.06 0.02 -0.04
0.04 -0.13 -0.19